No. 1
This record from the OMol25 dataset describes a structure of composition C8H10KN2O4S. The level of theory is wB97M-V/def2-TZVPD.

ORCA input file:
```
! wB97M-V def2-TZVPD RIJCOSX def2/J DEFGRID3
* xyz -1 1
C -4.76 -0.31 -1.06
H -3.34 2.26 -2.32
H 4.05 -4.10 -0.26
N -3.75 1.51 -1.78
C 3.51 -2.64 2.57
H 3.24 -4.63 2.04
K -0.42 -0.78 0.25
C -4.73 0.51 0.05
H -5.12 0.33 1.04
H 3.37 -2.87 3.61
H 4.31 -1.49 -0.42
O 0.11 4.95 -1.25
O 2.38 4.75 -0.70
H 4.09 -0.59 2.28
C -4.20 0.30 -2.17
C 3.97 -1.98 0.48
O 0.86 3.52 0.60
C -3.96 1.62 -0.42
H -4.17 0.00 -3.21
S 1.14 4.03 -0.73
H -5.24 -1.27 -1.01
N 3.40 -3.69 1.72
H -3.70 2.57 0.01
O 1.26 2.90 -1.66
C 3.89 -1.57 1.87
C 3.81 -3.34 0.47
*
```

The value obtained for the LUMO energy is 0.5 eV. As for the orbital gap: 2.1 eV. The total energy comes out at -46786.652 eV.

---

No. 2
This record from the OMol25 dataset describes a cluster of 2 separate species, C2H8NO in total. The level of theory is wB97M-V/def2-TZVPD.

ORCA input file:
```
! wB97M-V def2-TZVPD RIJCOSX def2/J DEFGRID3
* xyz 1 1
H -1.03 1.11 0.85
H -2.10 0.97 -1.33
H -1.44 -0.11 -2.64
H 2.48 -0.99 1.56
H 0.38 1.65 0.02
H 0.50 0.41 1.15
H 1.14 -1.91 1.65
H 0.46 -0.83 -0.90
C -1.43 0.15 -1.60
C -0.40 -0.15 -0.79
N -0.15 0.80 0.38
O 1.58 -1.09 1.65
*
```

The value obtained for the LUMO energy is -3.7 eV. As for the orbital gap: 11.7 eV. The total energy comes out at -5733.471 eV.

---

No. 3
This record from the OMol25 dataset describes a structure of composition C8H12NS. The level of theory is wB97M-V/def2-TZVPD.

ORCA input file:
```
! wB97M-V def2-TZVPD RIJCOSX def2/J DEFGRID3
* xyz 1 1
H -0.54 -1.29 1.04
H 0.35 -2.44 -2.24
H -2.20 2.50 1.92
H 2.11 -1.90 0.13
S 3.20 -2.30 -2.03
C -1.60 0.37 1.63
H 0.59 -0.26 -2.34
C 1.95 -1.87 -0.92
H 0.12 2.08 -1.43
H -0.73 2.17 2.73
H -0.20 -2.65 -0.70
C -0.32 1.70 -0.49
C -0.65 -0.29 0.78
C 0.51 -0.58 -1.31
C -0.19 0.18 -0.34
C -0.74 2.46 0.50
C -1.29 1.88 1.74
H -0.64 3.54 0.58
H 4.13 -1.29 -1.57
H -2.66 0.41 1.16
N 0.49 -2.08 -1.33
H -1.69 -0.31 2.49
*
```

The value obtained for the LUMO energy is -4.2 eV. As for the orbital gap: 7.6 eV. The total energy comes out at -20804.809 eV.

---

No. 4
This record from the OMol25 dataset describes a structure of composition C37H33ClN3O4PS2V. The level of theory is wB97M-V/def2-TZVPD.

ORCA input file:
```
! wB97M-V def2-TZVPD RIJCOSX def2/J DEFGRID3
* xyz -2 4
C -0.88 -1.82 -5.24
C -0.36 -1.97 -3.97
S 1.12 2.21 6.27
H 4.16 0.59 0.86
H 0.11 -3.99 -1.38
C -0.95 -1.95 -0.63
C 0.87 -0.45 7.43
C -0.43 0.44 -3.64
C 0.03 0.16 5.25
C -2.16 -2.25 -1.25
N -0.87 5.17 -1.13
H 1.36 -0.17 8.35
H 0.64 -2.51 2.31
C -0.45 -1.12 5.04
C 0.46 -1.87 1.45
C -2.99 -3.24 0.77
H -3.24 1.49 -1.37
H 0.51 -2.49 7.99
C 0.39 -1.74 7.22
H -0.70 6.14 -0.90
H -1.66 -3.17 2.45
H -3.05 6.36 -2.56
C 3.42 -3.73 -1.76
N -1.00 3.00 -0.53
H -1.67 -0.44 -6.68
C -3.17 -2.89 -0.56
H 1.04 1.76 -2.93
H -1.04 -2.69 -5.88
H 1.33 -1.91 0.79
C -0.37 4.17 -0.29
H -4.96 4.94 -3.28
C 4.15 -1.54 -2.38
P 0.31 -0.89 -1.41
N 0.49 2.42 4.79
C 1.85 -1.91 -1.68
H -0.10 -2.96 -3.60
O 2.57 2.36 6.29
H -1.26 1.54 -5.29
C -1.80 -2.93 1.41
H -0.54 2.51 -3.18
H 0.36 -0.84 1.80
C -1.24 -0.56 -5.69
H 2.66 -0.02 -2.23
O 2.53 2.32 -1.01
H 3.46 1.78 1.96
H -2.31 -1.97 -2.28
Cl -1.02 4.91 1.63
O 1.47 1.04 0.44
H -0.61 -3.08 5.88
H 1.34 -5.26 -1.52
H 4.45 2.33 0.58
C -2.13 3.33 -1.24
C -0.05 1.32 4.34
C 3.73 1.59 0.93
H 0.68 4.17 -0.03
C -3.09 5.30 -2.31
C 4.43 -2.88 -2.18
H -5.05 2.57 -2.71
H -4.11 -3.12 -1.05
S -0.82 1.13 2.87
C -2.08 4.71 -1.59
C -4.20 3.15 -2.38
H 3.64 -4.78 -1.61
C 2.88 -1.07 -2.12
H 4.93 -0.86 -2.71
C -4.15 4.50 -2.71
V -0.07 1.31 -0.71
H -3.78 -3.74 1.32
C 2.48 1.68 0.05
C 0.69 0.47 6.44
C 1.11 -4.28 -1.09
H 5.43 -3.27 -2.36
C 2.13 -3.28 -1.52
H 1.12 -4.39 0.00
C -3.20 2.55 -1.64
C -1.01 0.56 -4.91
C -0.04 1.60 -2.82
C -0.25 -2.07 6.04
H -0.97 -1.35 4.12
C -0.18 -0.85 -3.16
C -0.78 -2.27 0.73
O 0.44 2.99 7.29
*
```

The value obtained for the LUMO energy (spin up / spin down) is 4.1 / 4.1 eV. As for the orbital gap (spin up / spin down): 5.8 / 6.4 eV. The expectation value of S² is 3.764. The total energy comes out at -120737.106 eV.

---

So what do the calculations give for relative energy (zero: lowest compared OMol25 entry of this formula, charge and spin)? Going down the list: 92.3 32.6 93.7 88.1 kcal per mole.